1.
Molecular formula: C5H15NOSi
Method: DFT, ωB97M-V/def2-TZVPD

Calculated values
* ΔE to the lowest compared entry with this formula, charge and spin: 34.6 kcal/mol
* E: -16843.5663 eV

```
23
C5H15NOSi, DFT ωB97M-V/def2-TZVPD
C -2.3680 0.5591 -0.3548
C -1.6456 -1.5825 -0.0378
C 2.9806 -0.7563 -0.6408
C 0.6632 2.1177 -0.0242
C -1.1660 -0.2854 -0.7382
N 0.6539 0.0680 1.9013
O 1.5442 -0.8029 -0.6603
Si 0.4674 0.2396 -0.0395
H -2.0745 1.7020 -0.3464
H -3.2697 0.4662 -0.9496
H -2.5508 0.3621 0.6547
H -2.6538 -1.7259 -0.0022
H -1.4260 -1.5913 0.9659
H -1.2351 -2.6176 -0.3810
H 3.2589 0.1356 -0.9866
H 3.2185 -1.4382 -1.3415
H 3.2916 -1.1190 0.2828
H -0.2312 2.6460 0.1799
H 1.3837 2.4502 0.7789
H 0.9642 2.6355 -0.9727
H -0.9520 -0.5298 -1.7353
H -0.1835 -0.2615 2.3282
H 1.3298 -0.6717 2.1194
```



2.
Molecular formula: C5H15NS
Method: DFT, ωB97M-V/def2-TZVPD

Calculated values
* ΔE to the lowest compared entry with this formula, charge and spin: 8.2 kcal/mol
* E: -17753.2361 eV

```
22
C5H15NS, DFT ωB97M-V/def2-TZVPD
C -2.8507 -1.6649 -2.0032
C -1.4497 -1.7015 -1.4138
S -1.5236 -1.6489 0.4189
H -3.4008 -0.7773 -1.6932
H -3.4235 -2.5366 -1.6903
H -2.7782 -1.6750 -3.0935
H -0.8725 -0.8259 -1.7249
H -0.9296 -2.5691 -1.8258
C 1.2117 0.6150 0.2507
C 1.4019 1.2753 1.6069
C 1.0536 2.7561 1.5533
N 1.3857 -0.8576 0.3385
H 0.2092 0.7972 -0.1425
H 1.9319 1.0690 -0.4360
H 2.4637 1.1838 1.8657
H 0.8341 0.7560 2.3810
H 1.6519 3.2460 0.7813
H 0.0049 2.9217 1.3089
H 1.2750 3.2540 2.4957
H 2.1444 -1.0054 0.9894
H -0.0613 -1.4109 0.5889
H 1.7218 -1.2011 -0.5560
```



3.
Molecular formula: C5H16Li2N2O7
Method: DFT, ωB97M-V/def2-TZVPD

Calculated values
* E: -23167.5956 eV
* total charge: -2

```
32
C5H16Li2N2O7, DFT ωB97M-V/def2-TZVPD
Li -1.0197 -0.7618 2.0913
Li -0.4598 -1.0870 -0.6341
O 1.2429 -0.3492 3.9216
C 2.1647 -0.6228 2.9609
C 1.7100 -0.5710 1.4835
O 0.7357 -1.4643 1.0416
H 2.6929 -1.5989 3.1262
H 2.9766 0.1553 3.0130
H 2.6632 -0.6908 0.9024
H 1.4557 0.4856 1.2483
O -1.6524 1.1896 2.4649
C -2.5401 1.4211 1.4138
C -3.0292 0.3672 0.3617
O -2.3029 -0.8237 0.1713
H -2.1225 2.2794 0.8209
H -3.4531 1.9027 1.8352
H -3.1238 0.9004 -0.6097
H -4.0673 0.0303 0.5590
C -0.0253 1.4742 -2.2119
O -0.1288 0.2492 -2.2509
N 0.4513 2.1922 -3.2832
N -0.4729 2.1956 -1.1532
H 0.6983 1.6160 -4.0647
H 0.4256 3.1877 -3.2649
H -0.8761 1.6987 -0.3624
H -0.3048 3.1762 -1.0711
O 0.0678 -2.6301 -1.8348
H 0.0973 -2.7533 -2.7863
H 0.7881 -3.1833 -1.4843
O 2.6122 -3.0362 -0.8174
H 1.9991 -2.6290 -0.1536
H 2.7974 -2.3200 -1.4332
```



4.
Molecular formula: C5H16N
Method: DFT, ωB97M-V/def2-TZVPD

Calculated values
* ΔE to the lowest compared entry with this formula, charge and spin: 7.7 kcal/mol
* E: -6927.7462 eV
* total charge: +1

```
22
C5H16N, DFT ωB97M-V/def2-TZVPD
C 1.0108 -1.0291 -0.2776
N 2.2534 -1.0477 -1.0939
C 2.6615 0.2753 -1.6600
H 0.8447 -2.0299 0.0912
H 1.1226 -0.2704 0.5434
H 0.1886 -0.7291 -0.9395
H 2.1687 -1.7360 -1.8608
H 3.0106 -1.4310 -0.5254
H 1.8663 0.6225 -2.3529
H 3.6065 0.1426 -2.1809
H 2.7946 0.9934 -0.8302
C -1.5013 1.2627 0.0449
C -1.5963 0.2994 1.2504
C -3.0091 0.2795 1.8807
H -2.1867 0.9753 -0.7714
H -0.4985 1.2969 -0.3702
H -1.7832 2.2929 0.3478
H -0.8347 0.5898 2.0244
H -1.3553 -0.7173 0.9464
H -3.0565 -0.4399 2.7515
H -3.2950 1.2953 2.2273
H -3.7609 -0.0482 1.1258
```



5.
Molecular formula: C5H16N2
Method: DFT, ωB97M-V/def2-TZVPD

Calculated values
* ΔE to the lowest compared entry with this formula, charge and spin: 62.6 kcal/mol
* E: -8413.4880 eV
* total charge: +1
* 2S+1: 2

```
23
C5H16N2, DFT ωB97M-V/def2-TZVPD
C 1.4999 0.5054 1.9295
C 0.0236 0.3159 1.4985
C -0.2283 -0.3735 0.1131
C -0.4595 0.4276 -1.1304
C -0.8642 -0.5145 -2.3489
N -1.9362 -0.0085 -3.3034
N 1.9081 -0.2287 3.1344
H 2.0975 0.1685 1.0941
H 1.7503 1.6317 2.1369
H -0.5479 -0.2655 2.3315
H -0.5591 1.2814 1.5216
H 0.6614 -1.0683 -0.0667
H -1.0637 -0.9558 0.3592
H 0.4398 1.0346 -1.4302
H -1.2857 1.0424 -0.9986
H 0.1304 -0.8207 -2.8536
H -1.2189 -1.5449 -2.0463
H -1.9346 -0.3166 -4.3013
H -1.7367 0.9596 -3.4483
H -2.8266 -0.0485 -2.7592
H 1.4997 -1.1478 3.2560
H 1.6549 0.3248 4.0167
H 2.9958 -0.3988 3.2953
```



6.
Molecular formula: C5H16N2O
Method: DFT, ωB97M-V/def2-TZVPD

Calculated values
* ΔE to the lowest compared entry with this formula, charge and spin: 20.2 kcal/mol
* E: -10471.6478 eV

```
24
C5H16N2O, DFT ωB97M-V/def2-TZVPD
N 1.5313 -2.0316 -1.5045
C 1.8112 -0.6243 -1.2436
C 1.5233 -0.2091 0.1765
N 0.0477 -0.2686 0.4035
C -0.0772 2.2107 -0.0344
C -0.8168 0.9054 0.1619
C -1.8828 1.0334 1.2625
H 0.7235 -2.3418 -0.9553
H 1.1744 -2.2101 -2.4427
H 2.8712 -0.5055 -1.4976
H 1.2785 0.0738 -1.9078
H 1.9087 0.7979 0.2983
H 1.9190 -0.8770 0.9377
H -0.0450 -0.4189 1.4074
H 0.6246 2.3649 0.7861
H 0.4170 2.2889 -1.0125
H -0.7177 3.0904 -0.1580
H -1.3385 0.6503 -0.7760
H -2.3248 0.0496 1.4075
H -1.3505 1.3851 2.1501
H -2.6361 1.7378 0.9352
H -0.9414 -2.1447 0.9086
H -1.9124 -2.3488 -0.1062
O -1.7870 -2.6077 0.8033
```